Molecular formula: C34H71F6IO21P4S
Method: DFT, the ωB97M-V functional and the def2-TZVPD basis

**Molecular weight**: 1212.8 g mol⁻¹
**Frontier orbital gap**: 7.9 eV
**SMILES string**: C#C[C@](I)(O[C@@H](CCCF)CCCCCOCC)[C@@](CCCC(F)(F)C(F)(F)F)(OC)S(C)(=O)=O.COP(=O)(OC)OC.COP(=O)(OC)OC.COP(=O)(OC)OC.COP(=O)(OC)OC

Bonds (Å) are listed after each position.
Element x y z (Å)
1 C 0.3333 -0.1865 -5.6371  C2 1.185, H36 1.065
2 C 1.1890 0.1684 -4.8974  C1 1.185, C3 1.473
3 C 2.2035 0.6731 -3.9569  C2 1.473, I4 2.186, O5 1.378, C19 1.605
4 I 1.2377 2.3796 -2.9906  C3 2.186
5 O 3.3982 1.0065 -4.5562  C3 1.378, C6 1.443
6 C 3.3648 1.8951 -5.6923  O5 1.443, C7 1.566, C11 1.542, H37 1.090
7 C 4.3671 3.0546 -5.3703  C6 1.566, C8 1.555, H38 1.085, H39 1.091
8 C 3.6752 4.4023 -5.0200  C7 1.555, C9 1.521, H40 1.092, H41 1.092
9 C 4.0238 4.8818 -3.6193  C8 1.521, F10 1.395, H42 1.089, H43 1.092
10 F 5.3790 5.2121 -3.6018  C9 1.395
11 C 3.9310 1.1199 -6.8992  C6 1.542, C12 1.556, H44 1.092, H45 1.087
12 C 2.8838 0.5278 -7.8859  C11 1.556, C13 1.534, H46 1.088, H47 1.096
13 C 3.0151 -0.9999 -7.9253  C12 1.534, C14 1.543, H48 1.094, H49 1.096
14 C 2.2958 -1.6667 -9.1158  C13 1.543, C15 1.523, H50 1.090, H51 1.093
15 C 0.7977 -1.4563 -8.9363  C14 1.523, O16 1.422, H52 1.094, H53 1.097
16 O 0.0441 -2.1076 -9.9514  C15 1.422, C17 1.411
17 C -1.3343 -2.0598 -9.6521  O16 1.411, C18 1.529, H54 1.099, H55 1.091
18 C -1.9795 -0.7026 -9.9347  C17 1.529, H56 1.088, H57 1.092, H58 1.093
19 C 2.5097 -0.5602 -2.9761  C3 1.605, C20 1.562, O30 1.402, S32 1.837
20 C 1.3595 -0.6219 -1.9212  C19 1.562, C21 1.552, H59 1.088, H60 1.087
21 C 1.2375 -2.0391 -1.3015  C20 1.552, C22 1.550, H61 1.085, H62 1.091
22 C 0.5678 -2.0584 0.0967  C21 1.550, C23 1.508, H63 1.091, H64 1.091
23 C 1.5375 -2.1665 1.2465  C22 1.508, F24 1.375, F25 1.350, C26 1.563
24 F 0.8169 -1.9382 2.3953  C23 1.375
25 F 2.4595 -1.1814 1.1974  C23 1.350
26 C 2.1816 -3.5795 1.4233  C23 1.563, F27 1.349, F28 1.342, F29 1.334
27 F 1.5170 -4.2565 2.3826  C26 1.349
28 F 2.0868 -4.3307 0.3149  C26 1.342
29 F 3.4525 -3.4972 1.8213  C26 1.334
30 O 2.3623 -1.7075 -3.7689  C19 1.402, C31 1.428
31 C 3.4165 -2.6705 -3.7710  O30 1.428, H65 1.089, H66 1.092, H67 1.090
32 S 4.0963 -0.3780 -2.0687  C19 1.837, C33 1.793, O34 1.438, O35 1.442
33 C 4.0678 1.1856 -1.1915  S32 1.793, H68 1.085, H69 1.086, H70 1.091
34 O 5.2589 -0.3386 -2.9136  S32 1.438
35 O 4.2448 -1.3968 -1.0591  S32 1.442
36 H -0.4812 -0.2076 -6.3225  C1 1.065
37 H 2.4045 2.3750 -5.8784  C6 1.090
38 H 5.0189 3.2635 -6.2126  C7 1.085
39 H 4.9723 2.7521 -4.5144  C7 1.091
40 H 3.9978 5.1752 -5.7213  C8 1.092
41 H 2.5880 4.3480 -5.1084  C8 1.092
42 H 3.8245 4.0961 -2.8915  C9 1.089
43 H 3.4654 5.7921 -3.3923  C9 1.092
44 H 4.4892 0.2809 -6.4776  C11 1.092
45 H 4.6477 1.6953 -7.4794  C11 1.087
46 H 1.8733 0.8826 -7.6940  C12 1.088
47 H 3.1541 0.8747 -8.8894  C12 1.096
48 H 2.7398 -1.4730 -6.9785  C13 1.094
49 H 4.0781 -1.2215 -8.0700  C13 1.096
50 H 2.6713 -1.2643 -10.0570  C14 1.090
51 H 2.4736 -2.7440 -9.0764  C14 1.093
52 H 0.6051 -0.3801 -8.9768  C15 1.094
53 H 0.5242 -1.8999 -7.9715  C15 1.097
54 H -1.5390 -2.3115 -8.6016  C17 1.099
55 H -1.8244 -2.8329 -10.2466  C17 1.091
56 H -1.8552 -0.3922 -10.9702  C18 1.088
57 H -3.0283 -0.7594 -9.6362  C18 1.092
58 H -1.5428 0.0740 -9.3016  C18 1.093
59 H 0.4149 -0.4614 -2.4372  C20 1.088
60 H 1.5056 0.0631 -1.0896  C20 1.087
61 H 2.1772 -2.5807 -1.3176  C21 1.085
62 H 0.5616 -2.5903 -1.9568  C21 1.091
63 H -0.0877 -1.1905 0.1828  C22 1.091
64 H -0.0850 -2.9329 0.1101  C22 1.091
65 H 3.5994 -3.1290 -2.8004  C31 1.089
66 H 3.0752 -3.4809 -4.4187  C31 1.092
67 H 4.3368 -2.3033 -4.2243  C31 1.090
68 H 3.1142 1.3919 -0.7178  C33 1.085
69 H 4.9162 1.1754 -0.5130  C33 1.086
70 H 4.2683 1.9484 -1.9459  C33 1.091
71 C -5.2172 2.5750 1.2232  O72 1.435, H79 1.089, H80 1.090, H81 1.087
72 O -4.1529 1.8397 0.6016  C71 1.435, P73 1.671
73 P -3.4341 0.5186 1.3292  O72 1.671, O74 1.492, O75 1.638, O77 1.666
74 O -2.8685 -0.0294 0.0618  P73 1.492
75 O -4.9067 -0.0958 1.7008  P73 1.638, C76 1.423
76 C -5.7435 -0.5718 0.6534  O75 1.423, H82 1.089, H83 1.092, H84 1.090
77 O -2.7306 -0.6359 2.3021  P73 1.666, C78 1.444
78 C -3.0401 -0.6486 3.7130  O77 1.444, H85 1.089, H86 1.089, H87 1.088
79 H -5.0172 3.6408 1.1199  C71 1.089
80 H -6.1453 2.3462 0.6986  C71 1.090
81 H -5.3311 2.3329 2.2770  C71 1.087
82 H -5.3368 -0.3468 -0.3319  C76 1.089
83 H -6.7289 -0.1121 0.7498  C76 1.092
84 H -5.8565 -1.6500 0.7648  C76 1.090
85 H -4.0267 -1.0806 3.8759  C78 1.089
86 H -3.0039 0.3545 4.1351  C78 1.089
87 H -2.2994 -1.2692 4.2134  C78 1.088
88 C -2.4005 -0.7301 7.8719  O89 1.437, H96 1.089, H97 1.090, H98 1.087
89 O -3.5211 -0.0468 7.2874  C88 1.437, P90 1.646
90 P -4.4804 0.9615 8.1666  O89 1.646, O91 1.476, O92 1.627, O94 1.641
91 O -5.1390 1.7376 7.0976  P90 1.476
92 O -3.2253 1.7367 8.8540  P90 1.627, C93 1.429
93 C -2.5147 2.7166 8.0948  O92 1.429, H99 1.089, H100 1.091, H101 1.089
94 O -5.4550 1.2534 9.4546  P90 1.641, C95 1.443
95 C -5.0769 0.7391 10.7485  O94 1.443, H102 1.090, H103 1.090, H104 1.087
96 H -2.4128 -1.7692 7.5455  C88 1.089
97 H -1.4848 -0.2651 7.5074  C88 1.090
98 H -2.4136 -0.6972 8.9585  C88 1.087
99 H -2.8259 2.7460 7.0521  C93 1.089
100 H -1.4480 2.4917 8.1412  C93 1.091
101 H -2.6736 3.6934 8.5485  C93 1.089
102 H -4.2866 1.3553 11.1763  C95 1.090
103 H -4.7445 -0.2967 10.6857  C95 1.090
104 H -5.9503 0.7893 11.3940  C95 1.087
105 C -5.5250 7.5906 4.8248  O106 1.435, H113 1.089, H114 1.090, H115 1.087
106 O -4.2745 7.1028 5.3317  C105 1.435, P107 1.657
107 P -3.4916 7.8220 6.6033  O106 1.657, O108 1.483, O109 1.636, O111 1.655
108 O -2.6061 6.6985 6.9935  P107 1.483
109 O -4.8723 7.8972 7.4775  P107 1.636, C110 1.426
110 C -5.3945 6.7008 8.0526  O109 1.426, H116 1.089, H117 1.091, H118 1.090
111 O -2.8329 9.0087 7.5504  P107 1.655, C112 1.442
112 C -3.4649 10.3042 7.5977  O111 1.442, H119 1.090, H120 1.090, H121 1.087
113 H -5.4787 7.6167 3.7369  C105 1.089
114 H -6.3103 6.8947 5.1201  C105 1.090
115 H -5.7662 8.5835 5.1964  C105 1.087
116 H -4.8543 5.8148 7.7216  C110 1.089
117 H -6.4453 6.6040 7.7757  C110 1.091
118 H -5.3321 6.7834 9.1373  C110 1.090
119 H -4.3520 10.2621 8.2291  C112 1.090
120 H -3.7369 10.6537 6.6022  C112 1.090
121 H -2.7559 11.0039 8.0338  C112 1.087
122 C 3.9493 -6.5318 1.7333  O123 1.439, H130 1.088, H131 1.082, H132 1.088
123 O 4.7080 -7.4329 0.9074  C122 1.439, P124 1.642
124 P 4.5194 -9.0618 0.9930  O123 1.642, O125 1.473, O126 1.633, O128 1.643
125 O 5.1168 -9.5001 -0.2806  P124 1.473
126 O 2.8885 -8.9806 0.9767  P124 1.633, C127 1.424
127 C 2.2200 -8.7558 -0.2604  O126 1.424, H133 1.089, H134 1.092, H135 1.090
128 O 4.4992 -10.4560 1.8618  P124 1.643, C129 1.441
129 C 3.8827 -10.4581 3.1648  O128 1.441, H136 1.090, H137 1.090, H138 1.087
130 H 4.6195 -5.7798 2.1443  C122 1.088
131 H 3.2157 -6.0367 1.1107  C122 1.082
132 H 3.4446 -7.0452 2.5490  C122 1.088
133 H 2.9156 -8.5301 -1.0677  C127 1.089
134 H 1.5256 -7.9219 -0.1403  C127 1.092
135 H 1.6458 -9.6470 -0.5120  C127 1.090
136 H 2.7978 -10.4781 3.0627  C129 1.090
137 H 4.1822 -9.5894 3.7508  C129 1.090
138 H 4.2034 -11.3588 3.6828  C129 1.087